(P)
The following is a DFT calculation (the ωB97M-V functional and the def2-TZVPD basis) of a cluster of 2 separate species, C3H10OS in total.

Calculated values
**Gap between HOMO and LUMO**: 9.4 eV
**SMILES**: CSC.CO

Last column: Mulliken charge in e.
CARTESIAN COORDINATES (ANGSTROEM)
1 C 2.139 0.095 1.090  -0.830
2 S 1.339 0.349 -0.514  -0.075
3 C 0.681 -1.358 -0.788  -0.645
4 H 2.584 -0.921 1.295  0.287
5 H 1.449 0.421 1.888  0.249
6 H 2.995 0.767 1.250  0.307
7 H 0.796 -1.692 -1.935  0.262
8 H 1.362 -1.955 -0.146  0.206
9 H -0.373 -1.523 -0.652  0.231
10 C -2.482 0.817 -0.234  -0.535
11 O -2.708 -0.211 0.752  -0.506
12 H -1.829 1.595 0.135  0.261
13 H -2.135 0.417 -1.163  0.210
14 H -3.475 1.282 -0.431  0.292
15 H -3.065 0.168 1.563  0.284



(Q)
The following is a DFT calculation (the ωB97M-V functional and the def2-TZVPD basis) of a cluster of 2 separate species, C3H10OS in total.

Calculated values
**Gap between HOMO and LUMO**: 9.9 eV
**SMILES**: CCCS.O

Last column: Mulliken charge in e.
CARTESIAN COORDINATES (ANGSTROEM)
1 C -0.416 -1.480 0.585  -1.181
2 C -1.174 -0.294 0.050  -0.452
3 C -0.438 1.009 0.365  -0.380
4 S -0.942 2.298 -0.790  -0.249
5 H -0.870 -2.451 0.452  0.354
6 H -0.166 -1.458 1.662  0.300
7 H 0.570 -1.588 0.131  0.308
8 H -1.174 -0.386 -1.040  0.304
9 H -2.224 -0.232 0.352  0.350
10 H 0.621 0.802 0.246  0.176
11 H -0.562 1.318 1.411  0.377
12 H -0.360 3.347 -0.191  0.117
13 O 2.421 -0.652 -1.090  -0.654
14 H 1.805 -0.159 -1.637  0.319
15 H 2.910 -0.073 -0.507  0.309



(R)
The following is a DFT calculation (the ωB97M-V functional and the def2-TZVPD basis) of a cluster of 2 separate species, C3H10OS in total.

Calculated values
**Gap between HOMO and LUMO**: 9.1 eV
**SMILES**: CCSC.O

Last column: Mulliken charge in e.
CARTESIAN COORDINATES (ANGSTROEM)
1 C -0.547 -0.354 -1.645  -1.209
2 C -0.176 0.943 -1.108  -0.344
3 S 1.570 1.318 -1.337  -0.126
4 C 1.879 2.167 0.137  -0.809
5 H -1.572 -0.460 -1.827  0.369
6 H -0.134 -0.644 -2.633  0.318
7 H -0.294 -1.060 -0.887  0.301
8 H -0.539 1.850 -1.643  0.270
9 H -0.567 0.960 -0.134  0.379
10 H 2.372 1.582 0.885  0.296
11 H 0.975 2.427 0.730  0.261
12 H 2.433 3.149 0.023  0.295
13 O -2.000 -3.647 3.248  -0.647
14 H -1.081 -3.786 3.444  0.319
15 H -2.319 -4.444 2.747  0.328



It is (Q) that is the most stable of them.



(P)
The following is a DFT calculation (the ωB97M-V functional and the def2-TZVPD basis) of a cluster of 2 separate species, C3H10OS in total.

Calculated values
**Gap between HOMO and LUMO**: 9.0 eV
**SMILES**: CCSC.O

Last column: Mulliken charge in e.
CARTESIAN COORDINATES (ANGSTROEM)
1 C 1.499 1.879 0.672  -0.979
2 C 0.491 0.867 0.149  -0.195
3 S 1.446 -0.561 -0.402  -0.139
4 C 0.174 -1.817 -0.748  -0.101
5 H 2.474 1.275 0.679  0.242
6 H 1.405 2.066 1.756  0.274
7 H 1.662 2.804 0.141  0.263
8 H -0.119 1.231 -0.760  0.270
9 H -0.349 0.635 0.893  0.257
10 H 0.586 -2.729 -0.121  0.264
11 H -0.809 -1.510 -0.548  -0.418
12 H 0.111 -2.009 -1.799  0.299
13 O -2.778 -0.438 0.318  -0.621
14 H -2.371 -1.305 0.109  0.276
15 H -3.422 -0.388 -0.338  0.307



(Q)
The following is a DFT calculation (the ωB97M-V functional and the def2-TZVPD basis) of a cluster of 2 separate species, C3H10OS in total.

Calculated values
**Gap between HOMO and LUMO**: 9.2 eV
**SMILES**: CCSC.O

Last column: Mulliken charge in e.
CARTESIAN COORDINATES (ANGSTROEM)
1 C 3.466 0.691 -1.326  -0.960
2 C 2.311 1.335 -0.486  -0.451
3 S 0.743 0.946 -1.298  -0.102
4 C 0.000 0.000 0.000  -0.892
5 H 4.364 1.247 -1.005  0.290
6 H 3.428 0.689 -2.428  0.326
7 H 3.554 -0.351 -0.975  0.265
8 H 2.384 2.439 -0.475  0.333
9 H 2.313 0.987 0.565  0.292
10 H 0.031 0.521 0.972  0.321
11 H 0.631 -0.902 0.064  0.282
12 H -1.039 -0.311 -0.199  0.293
13 O -0.292 -3.260 -1.743  -0.647
14 H -1.258 -3.438 -1.793  0.323
15 H -0.219 -2.279 -1.763  0.327



It is (Q) that is the most stable of them.



(P)
The following is a DFT calculation (the ωB97M-V functional and the def2-TZVPD basis) of the molecule C4H11PS.

Calculated values
**Gap between HOMO and LUMO**: 7.9 eV
**SMILES**: C=P(C)(C)CS

Last column: Mulliken charge in e.
CARTESIAN COORDINATES (ANGSTROEM)
1 C 0.465 -2.079 0.497  -1.333
2 P 0.178 -0.434 0.001  1.080
3 C 1.041 0.631 1.233  -1.048
4 C -1.615 -0.305 0.368  -1.240
5 C 0.153 0.530 -1.685  -0.868
6 S -0.189 2.241 -1.118  -0.158
7 H -0.401 -2.681 0.242  0.288
8 H 1.313 -2.602 0.034  0.294
9 H 0.305 1.154 1.842  0.322
10 H 1.734 -0.106 1.693  0.379
11 H 1.619 1.410 0.612  0.274
12 H -1.946 -1.177 0.952  0.419
13 H -1.776 0.555 1.051  0.324
14 H -2.207 -0.194 -0.538  0.336
15 H -0.681 0.074 -2.179  0.352
16 H 0.941 0.379 -2.365  0.424
17 H 1.066 2.605 -0.638  0.155



(Q)
The following is a DFT calculation (the ωB97M-V functional and the def2-TZVPD basis) of the molecule C4H11PS.

Calculated values
**Gap between HOMO and LUMO**: 9.6 eV
**SMILES**: CC(C)CPS

Last column: Mulliken charge in e.
CARTESIAN COORDINATES (ANGSTROEM)
1 C -1.587 -1.196 0.211  -1.570
2 C -0.485 -0.191 -0.220  0.840
3 C -0.831 1.090 -0.883  -1.341
4 C 0.433 0.141 1.072  -1.254
5 P 2.366 1.039 0.692  0.110
6 S 2.758 -0.509 -0.734  -0.289
7 H -2.323 -0.714 0.816  0.381
8 H -2.166 -1.712 -0.601  0.348
9 H -1.154 -1.973 0.770  0.427
10 H 0.069 -0.779 -0.940  0.223
11 H -0.150 1.877 -0.652  0.331
12 H -1.772 1.454 -0.541  0.370
13 H -0.800 1.153 -1.961  0.322
14 H -0.331 0.580 1.664  0.522
15 H 0.776 -0.812 1.489  0.371
16 H 1.881 1.901 -0.351  0.053
17 H 3.316 -1.350 0.170  0.156



It is (Q) that is the most stable of them.



(P)
The following is a DFT calculation (the ωB97M-V functional and the def2-TZVPD basis) of a cluster of 2 separate species, C4H11PS in total.

Calculated values
**Gap between HOMO and LUMO**: 9.8 eV
**SMILES**: C=CP.CCS

Last column: Mulliken charge in e.
CARTESIAN COORDINATES (ANGSTROEM)
1 C 1.602 -1.701 0.601  -0.751
2 C 1.350 -1.382 -0.628  -0.206
3 P 2.235 -0.194 -1.727  -0.105
4 H 1.083 -2.393 1.070  0.370
5 H 2.480 -1.198 1.066  0.253
6 H 0.608 -2.035 -1.086  0.353
7 H 1.585 1.018 -1.075  0.022
8 H 1.254 -0.049 -2.760  0.037
9 C -0.640 1.315 1.091  -0.577
10 C -2.009 0.987 0.423  -0.519
11 S -1.934 0.179 -1.210  -0.194
12 H -0.550 1.766 2.107  0.335
13 H 0.049 0.472 1.167  0.078
14 H -0.180 2.078 0.406  0.186
15 H -2.673 1.880 0.157  0.300
16 H -2.662 0.396 1.099  0.311
17 H -1.598 -1.139 -0.700  0.107



(Q)
The following is a DFT calculation (the ωB97M-V functional and the def2-TZVPD basis) of the molecule C4H11PS.

Calculated values
**Gap between HOMO and LUMO**: 9.7 eV
**SMILES**: CC[C@](C)(P)S

Last column: Mulliken charge in e.
CARTESIAN COORDINATES (ANGSTROEM)
1 C 1.802 0.488 -0.963  -1.126
2 C 0.350 0.010 -1.211  -0.699
3 C -0.576 0.269 -0.110  0.356
4 C 0.091 -0.207 1.281  -1.292
5 P -2.182 -0.742 -0.631  -0.021
6 S -1.305 1.948 0.191  -0.159
7 H 2.382 -0.163 -0.326  0.373
8 H 1.668 1.564 -0.689  0.206
9 H 2.389 0.563 -1.880  0.360
10 H -0.053 0.465 -2.105  0.357
11 H 0.370 -1.048 -1.378  0.399
12 H -0.511 0.145 2.078  0.440
13 H -0.050 -1.308 1.588  0.280
14 H 1.086 0.079 1.307  0.382
15 H -2.397 -1.643 0.461  0.022
16 H -3.198 0.053 -0.363  0.008
17 H -0.129 2.679 -0.153  0.115



It is (Q) that is the most stable of them.



(P)
The following is a DFT calculation (the ωB97M-V functional and the def2-TZVPD basis) of the molecule C3H5BO2.

Calculated values
**Gap between HOMO and LUMO**: 9.3 eV
**SMILES**: OB(O)C1=CC1

Last column: Mulliken charge in e.
CARTESIAN COORDINATES (ANGSTROEM)
1 O 1.684 -1.041 -0.686  -0.515
2 B 1.115 -0.059 0.065  0.538
3 O 1.733 0.824 0.820  -0.553
4 C -0.425 -0.025 -0.031  0.150
5 C -1.458 -0.838 -0.191  -0.311
6 C -1.807 0.611 0.073  -0.572
7 H 2.637 -1.072 -0.642  0.278
8 H 2.711 1.137 0.889  0.309
9 H -1.930 -1.784 -0.639  0.296
10 H -2.154 1.305 -0.709  0.191
11 H -2.106 0.940 1.052  0.190



(Q)
The following is a DFT calculation (the ωB97M-V functional and the def2-TZVPD basis) of a cluster of 2 separate species, C3H5BO2 in total.

Calculated values
**Gap between HOMO and LUMO**: 10.0 eV

Last column: Mulliken charge in e.
CARTESIAN COORDINATES (ANGSTROEM)
1 B 1.044 0.176 0.059  0.587
2 C -2.435 -0.116 -0.713  -0.143
3 C -1.626 -0.114 0.162  -0.540
4 C 0.066 -0.300 1.308  -0.453
5 O 1.712 1.330 0.067  -0.525
6 O 1.092 -0.821 -0.835  -0.502
7 H -3.248 0.080 -1.358  0.412
8 H 0.128 -1.351 1.653  0.279
9 H -0.359 0.378 2.023  0.296
10 H 2.184 1.670 -0.656  0.293
11 H 1.442 -0.933 -1.710  0.296



It is (P) that is the most stable of them.



(P)
The following is a DFT calculation (the ωB97M-V functional and the def2-TZVPD basis) of a cluster of 2 separate species, C2H2FN3 in total.

Calculated values
**Gap between HOMO and LUMO**: 10.4 eV
**SMILES**: N#CC#N.NF

Last column: Mulliken charge in e.
CARTESIAN COORDINATES (ANGSTROEM)
1 N 2.852 -0.228 -0.029  -0.231
2 C 1.862 0.266 -0.157  0.218
3 C 0.702 0.576 -1.061  0.432
4 N -0.260 0.434 -1.675  -0.448
5 N -1.637 -0.462 0.700  -0.370
6 F -0.345 -0.551 1.402  -0.245
7 H -1.729 0.393 1.152  0.280
8 H -1.444 -0.428 -0.333  0.365



(Q)
The following is a DFT calculation (the ωB97M-V functional and the def2-TZVPD basis) of the molecule C2H2FN3.

Calculated values
**Gap between HOMO and LUMO**: 10.9 eV
**SMILES**: Fc1c[nH]nn1

Last column: Mulliken charge in e.
CARTESIAN COORDINATES (ANGSTROEM)
1 F 2.058 -0.022 0.092  -0.244
2 C 0.661 -0.022 -0.122  0.342
3 C -0.100 1.105 -0.070  -0.264
4 N -1.337 0.557 0.085  0.218
5 N -1.390 -0.744 -0.007  -0.461
6 N -0.118 -1.168 -0.035  -0.243
7 H 0.268 2.106 -0.202  0.391
8 H -2.246 1.067 0.224  0.261



(R)
The following is a DFT calculation (the ωB97M-V functional and the def2-TZVPD basis) of the molecule C2H2FN3.

Calculated values
**Gap between HOMO and LUMO**: 8.8 eV

Last column: Mulliken charge in e.
CARTESIAN COORDINATES (ANGSTROEM)
1 C -0.131 -0.490 -0.540  0.448
2 C -0.969 -1.379 -0.012  -0.180
3 N 0.563 0.399 -1.038  -0.431
4 N 1.112 1.296 0.115  0.243
5 N 0.997 1.156 1.281  -0.473
6 F -2.240 -0.873 0.117  -0.224
7 H -0.862 -2.318 0.540  0.289
8 H 1.530 2.209 -0.462  0.328



It is (Q) that is the most stable of them.